28
Properties=species:S:1:pos:R:3:lowdin_charge:R:1 method="wB97M-V/def2-TZVPD" smiles=CCC[C@@H](O)[C@@H](CC)CO de_lowest_kj_mol=74.6 homo_energy_ev=-9.80 total_charge=0 e_tot_ha=-466.08883
C -3.27 -0.70 0.44 -0.11
C -2.70 0.71 0.43 -0.25
C -1.19 0.73 0.69 -0.16
H -0.89 1.74 0.98 0.12
H -0.95 0.05 1.51 0.11
C -0.38 0.35 -0.55 -0.37
O -0.40 1.48 -1.40 -0.03
H 0.04 1.26 -2.23 0.10
H -0.88 -0.50 -1.06 0.14
C 1.07 -0.09 -0.26 -0.28
C 1.80 0.93 0.62 -0.22
C 3.32 0.82 0.53 -0.10
H 3.66 0.94 -0.50 0.07
H 3.79 1.59 1.13 0.07
H 3.67 -0.14 0.89 0.06
H 1.50 1.93 0.28 0.11
H 1.49 0.81 1.65 0.12
C 1.10 -1.50 0.34 -0.23
O 0.57 -2.48 -0.53 -0.06
H 1.10 -2.50 -1.33 0.09
H 2.13 -1.76 0.62 0.12
H 0.48 -1.55 1.24 0.12
H 1.59 -0.14 -1.23 0.14
H -3.19 1.30 1.20 0.10
H -2.89 1.19 -0.53 0.11
H -3.13 -1.16 1.42 0.07
H -2.79 -1.33 -0.30 0.07
H -4.34 -0.68 0.22 0.07

48
Properties=species:S:1:pos:R:3:lowdin_charge:R:1 method="wB97M-V/def2-TZVPD" smiles="CCOC(=O)CSc1nnc(-c2ccoc2C)n1-c1ccc(OCC)cc1" de_lowest_kj_mol=244.7 homo_energy_ev=-8.10 total_charge=0 e_tot_ha=-1600.02001
C 3.07 4.93 -0.56 -0.06
C 3.41 4.44 -1.96 -0.20
H 4.14 5.09 -2.44 0.12
H 2.52 4.36 -2.58 0.12
O 4.03 3.15 -1.88 -0.01
C 3.31 2.09 -2.23 -0.61
O 2.24 2.12 -2.77 0.09
C 4.08 0.82 -1.92 -0.34
H 4.80 1.00 -1.13 0.09
H 4.57 0.45 -2.82 0.09
S 2.93 -0.49 -1.40 1.01
C 2.01 0.47 -0.28 -0.59
N 2.36 1.66 0.13 0.04
N 1.38 2.11 0.93 0.10
C 0.45 1.19 1.01 -0.23
N 0.81 0.10 0.24 0.07
C 0.04 -1.03 -0.07 -0.24
C -1.29 -0.90 -0.42 0.00
C -2.06 -2.01 -0.72 0.00
C -1.49 -3.28 -0.69 -0.26
C -0.14 -3.41 -0.35 0.02
C 0.62 -2.30 -0.04 -0.04
H 1.66 -2.41 0.22 0.10
H 0.30 -4.39 -0.33 0.12
O -2.13 -4.44 -0.97 -0.05
C -3.51 -4.44 -1.26 -0.24
C -4.37 -4.30 0.00 -0.06
H -5.42 -4.37 -0.27 0.08
H -4.13 -5.09 0.70 0.08
H -4.20 -3.34 0.49 0.07
H -3.69 -5.42 -1.72 0.12
H -3.76 -3.66 -1.99 0.12
H -3.09 -1.86 -1.00 0.11
H -1.73 0.09 -0.47 0.13
C -0.74 1.30 1.82 -0.13
C -1.31 0.34 2.62 -0.26
O -2.41 0.86 3.22 0.05
C -2.54 2.13 2.80 -0.11
C -1.54 2.47 1.95 0.00
H -1.37 3.40 1.46 0.11
H -3.37 2.69 3.19 0.12
C -0.92 -1.05 2.97 0.02
H 0.15 -1.18 2.86 0.09
H -1.21 -1.26 3.99 0.09
H -1.42 -1.77 2.32 0.08
H 2.44 4.20 -0.06 0.05
H 2.55 5.88 -0.62 0.08
H 3.98 5.05 0.03 0.08

90
Properties=species:S:1:pos:R:3:lowdin_charge:R:1 method="wB97M-V/def2-TZVPD" de_lowest_kj_mol=818.1 homo_energy_ev=-8.81 total_charge=0 e_tot_ha=-1735.77502
C 0.20 0.87 4.44 -0.12
O -0.23 -0.22 3.64 -0.11
H -0.60 1.56 4.72 0.08
H 0.89 1.54 3.88 0.07
H 0.62 0.43 5.34 0.09
H 0.42 -0.90 3.67 0.08
C 2.47 0.46 1.82 -0.08
O 1.39 1.37 1.42 -0.17
H 2.44 -0.53 1.37 0.07
H 2.33 0.24 2.87 0.06
H 3.43 0.90 1.51 0.08
H 0.58 0.88 1.20 0.01
C -1.60 -3.41 -2.90 -0.17
O -1.87 -3.34 -4.28 -0.11
H -2.50 -3.19 -2.38 0.08
H -0.86 -2.70 -2.55 0.04
H -1.17 -4.37 -2.65 0.08
H -1.04 -3.39 -4.77 0.08
C 2.54 2.68 -3.21 -0.18
O 1.39 1.98 -2.90 -0.13
H 2.76 2.51 -4.27 0.09
H 3.35 2.32 -2.61 0.05
H 2.49 3.75 -3.15 0.07
H 1.06 2.30 -2.05 0.01
C -4.39 0.79 1.72 -0.18
O -4.41 2.18 1.86 -0.10
H -3.39 0.37 1.69 0.05
H -4.90 0.49 0.80 0.07
H -4.99 0.40 2.54 0.08
H -3.75 2.54 1.28 0.01
C -0.70 -0.28 -4.09 -0.17
O -2.05 -0.40 -3.81 -0.08
H -0.29 -1.32 -4.07 0.07
H -0.22 0.32 -3.35 0.04
H -0.53 0.09 -5.06 0.08
H -2.43 -0.79 -4.55 0.04
C -0.07 -0.54 -0.73 -0.14
O -0.53 -0.14 0.52 -0.13
H 0.62 0.24 -1.08 0.08
H -0.88 -0.58 -1.44 0.07
H 0.36 -1.52 -0.70 0.05
H -1.06 -0.87 0.90 0.05
C 3.42 -2.85 -2.67 -0.11
O 2.14 -2.19 -2.50 -0.14
H 4.07 -2.11 -3.15 0.09
H 3.45 -3.65 -3.36 0.07
H 3.86 -3.20 -1.70 0.10
H 2.12 -1.52 -3.17 0.08
C 1.58 4.14 -0.27 -0.08
O 0.66 3.08 -0.62 -0.16
H 1.65 4.83 -1.07 0.07
H 2.52 3.66 -0.21 0.07
H 1.19 4.63 0.65 0.10
H 0.70 2.43 0.07 0.02
C -2.56 1.81 -0.98 -0.13
O -3.16 2.98 -0.45 -0.10
H -2.79 1.58 -1.99 0.06
H -3.03 0.90 -0.47 0.09
H -1.47 1.79 -0.81 0.06
H -2.96 3.75 -0.95 0.08
C 2.35 -4.31 0.40 -0.14
O 2.31 -2.92 0.09 -0.15
H 3.18 -4.81 -0.17 0.09
H 1.39 -4.83 0.11 0.09
H 2.53 -4.50 1.41 0.06
H 2.31 -2.83 -0.86 -0.01
C -1.17 -3.24 0.76 -0.13
O -1.97 -2.30 1.42 -0.11
H -1.19 -3.04 -0.29 0.05
H -1.51 -4.31 0.97 0.12
H -0.16 -3.20 1.09 0.06
H -2.74 -2.07 0.87 0.11
C 3.73 0.03 -1.03 -0.18
O 4.99 0.13 -0.41 -0.08
H 3.77 0.01 -2.10 0.07
H 3.10 0.89 -0.86 0.06
H 3.15 -0.81 -0.75 0.04
H 5.33 1.01 -0.43 0.07
C -1.17 3.05 2.36 -0.15
O -2.02 3.27 3.48 -0.13
H -1.35 3.82 1.62 0.08
H -1.51 2.17 1.90 0.06
H -0.14 3.09 2.73 0.08
H -1.67 3.95 4.07 0.09
C -3.17 -0.01 4.67 -0.19
O -2.71 -0.98 3.79 -0.15
H -2.70 -0.10 5.65 0.08
H -4.23 -0.24 4.80 0.08
H -3.14 1.00 4.30 0.06
H -1.85 -0.67 3.45 0.01

22
Properties=species:S:1:pos:R:3:lowdin_charge:R:1 method="wB97M-V/def2-TZVPD" smiles=C#C[C@@](O)(OC)c1ccccc1 de_lowest_kj_mol=444.8 homo_energy_ev=-9.19 total_charge=0 e_tot_ha=-537.39768
C -0.17 2.96 1.40 0.16
C -0.29 2.27 0.45 -0.05
C 0.44 -2.46 1.39 -0.08
C -0.89 -2.25 0.97 -0.04
C 1.36 -1.47 1.32 -0.09
C -1.23 -0.98 0.44 0.00
C 1.07 -0.30 0.70 -0.04
C -0.21 -0.08 0.27 -0.16
C 0.64 0.37 -2.36 -0.12
C -0.45 1.22 -0.50 -0.57
O -1.77 1.27 -0.98 0.02
O 0.47 1.42 -1.53 -0.08
H 0.23 3.77 2.01 0.05
H 0.69 -3.28 2.02 0.10
H -1.68 -3.05 0.92 0.12
H 2.33 -1.49 1.60 0.08
H -2.26 -0.76 0.24 0.11
H 1.89 0.39 0.55 0.14
H -0.28 -0.30 -2.44 0.13
H 1.52 -0.31 -2.18 0.10
H 0.86 0.90 -3.23 0.08
H -2.27 2.15 -1.06 0.16

19
Properties=species:S:1:pos:R:3:lowdin_charge:R:1 method="wB97M-V/def2-TZVPD" smiles="N#COC1=C(CCN)C(=O)OC1=O" de_lowest_kj_mol=601.0 homo_energy_ev=-10.18 total_charge=0 e_tot_ha=-680.51078
N 0.47 2.17 -2.98 0.14
C 0.21 1.04 -2.39 -0.12
O -0.15 -0.38 -2.06 -0.01
C 0.84 -0.77 -1.04 -0.05
C 0.81 -0.44 0.42 0.03
C -0.29 0.38 1.32 -0.11
C -1.85 0.19 0.82 -0.26
N -2.46 1.60 0.65 -0.06
C 2.19 -1.09 1.04 -0.17
O 2.54 -1.46 2.27 0.05
O 3.11 -1.26 -0.13 0.04
C 2.21 -1.65 -1.22 -0.17
O 2.32 -2.55 -2.20 0.05
H -0.25 -0.11 2.41 0.13
H 0.00 1.52 1.49 0.15
H -2.50 -0.41 1.63 0.13
H -1.98 -0.38 -0.19 0.11
H -1.86 2.16 0.01 0.06
H -3.35 1.44 0.14 0.07

10
Properties=species:S:1:pos:R:3:lowdin_charge:R:1 method="wB97M-V/def2-TZVPD" smiles="O=S(=O)([O-])C1=CC1" de_lowest_kj_mol=248.3 homo_energy_ev=-5.04 total_charge=-1 e_tot_ha=-739.98066
C -1.28 0.86 0.24 -0.04
C -0.10 0.17 0.08 -0.20
C -1.36 -0.56 -0.04 -0.22
O 1.89 -1.33 0.58 -0.38
O 2.35 1.07 0.71 -0.38
O 1.87 0.02 -1.48 -0.38
S 1.72 -0.02 -0.03 0.39
H -1.70 1.84 0.12 0.07
H -1.77 -1.21 0.81 0.10
H -1.61 -0.84 -0.98 0.04